This record from the Open Molecules 2025 dataset describes a molecular structure, C37H98BrN11O6P4S2Si2 at a distorted geometry. The level of theory is wB97M-V/def2-TZVPD.

Calculated values
Energy above the lowest of the compared OMol25 structures with the same formula, charge and spin ... 0.0 kJ/mol
Frontier orbital gap ... 0.2962 Ha
Energy ... -7837.05728 Eh
F_max ... 0.1226 Eh/bohr
HOMO ... -7.93 eV

ORCA input file:
```
! RIJCOSX wB97M-V def2-TZVPD def2/J DEFGRID3
* xyz 0 1
C -2.711 -2.022 7.428
C -1.525 -1.784 6.488
C -1.815 -2.444 5.143
C -3.167 -2.005 4.553
Si -0.416 -2.436 3.886
C -0.832 -3.840 2.695
C -1.137 -5.153 3.419
C -2.583 -5.550 3.207
O -3.121 -6.004 4.446
C 1.265 -2.895 4.624
C 2.431 -2.169 3.928
C 2.895 -2.799 2.607
S 2.638 -1.798 1.085
C 2.606 -3.110 -0.114
S 3.705 -4.299 0.082
N 1.732 -3.044 -1.153
C 0.345 -2.831 -0.723
C -0.398 -1.809 -1.556
C 1.848 -4.222 -2.008
C 0.875 -4.170 -3.187
O -0.230 -1.042 2.968
Si -0.581 0.445 3.649
C -0.812 1.740 2.305
C -0.781 1.226 0.872
C -0.189 2.314 -0.054
C -1.145 2.781 -1.158
N -0.969 2.140 -2.452
P 0.974 1.423 4.951
O 2.239 1.561 3.904
Br 1.672 0.046 6.575
H -2.444 -1.780 8.438
H -3.487 -1.326 7.153
H -3.095 -3.023 7.342
H -0.685 -2.282 6.942
H -1.422 -0.716 6.417
H -1.959 -3.485 5.386
H -3.138 -2.072 3.478
H -3.393 -1.007 4.863
H -3.951 -2.638 4.926
H -1.640 -3.503 2.069
H 0.010 -3.935 2.039
H -0.924 -5.128 4.471
H -0.540 -5.915 2.957
H -2.643 -6.306 2.436
H -3.166 -4.703 2.881
H -4.076 -5.879 4.417
H 1.441 -3.941 4.433
H 1.276 -2.762 5.691
H 2.251 -1.114 3.820
H 3.276 -2.257 4.588
H 2.414 -3.732 2.397
H 3.948 -2.956 2.651
H 0.276 -2.520 0.292
H -0.190 -3.761 -0.788
H -1.109 -1.276 -0.964
H 0.273 -1.175 -2.096
H -0.973 -2.334 -2.299
H 1.618 -5.122 -1.469
H 2.821 -4.285 -2.435
H 1.201 -4.892 -3.907
H -0.103 -4.420 -2.835
H 0.849 -3.179 -3.600
H -1.817 0.405 4.455
H 0.014 2.426 2.398
H -1.699 2.316 2.505
H -1.801 1.086 0.566
H -0.188 0.344 0.744
H 0.192 3.152 0.501
H 0.662 1.884 -0.559
H -0.960 3.833 -1.279
H -2.142 2.619 -0.796
H -1.760 1.525 -2.586
H -0.148 1.554 -2.468
H 3.059 1.298 4.348
O 0.039 5.684 1.339
P -0.125 6.921 2.176
N -1.831 6.953 2.430
C -2.756 7.187 1.335
C -2.270 5.833 3.254
N 0.514 8.081 1.038
C -0.324 8.941 0.230
C 1.628 7.580 0.235
N 0.160 7.965 3.487
C -0.769 8.912 4.063
C 1.558 8.207 3.820
H -3.779 7.159 1.714
H -2.666 6.449 0.527
H -2.635 8.185 0.917
H -1.701 5.805 4.189
H -2.138 4.870 2.744
H -3.321 5.947 3.522
H -0.921 8.375 -0.501
H 0.300 9.646 -0.324
H -0.988 9.556 0.842
H 1.290 6.983 -0.622
H 2.291 6.957 0.833
H 2.219 8.421 -0.135
H -1.127 9.640 3.328
H -0.274 9.467 4.862
H -1.627 8.425 4.519
H 1.926 9.124 3.346
H 2.185 7.380 3.483
H 1.699 8.285 4.900
O 7.730 -3.255 -5.080
P 7.333 -4.468 -4.286
N 7.696 -3.983 -2.674
C 9.064 -3.763 -2.241
C 6.824 -2.900 -2.228
N 8.418 -5.618 -5.032
C 9.653 -6.053 -4.414
C 8.630 -5.403 -6.461
N 6.304 -5.709 -3.746
C 6.345 -6.371 -2.461
C 5.571 -6.430 -4.778
H 9.066 -3.459 -1.193
H 9.585 -2.993 -2.826
H 9.645 -4.684 -2.271
H 5.774 -3.182 -2.360
H 7.002 -1.972 -2.785
H 6.969 -2.706 -1.165
H 10.385 -5.237 -4.325
H 10.106 -6.844 -5.015
H 9.481 -6.495 -3.429
H 9.379 -4.626 -6.661
H 7.705 -5.107 -6.953
H 8.961 -6.335 -6.926
H 7.312 -6.846 -2.264
H 5.585 -7.153 -2.421
H 6.115 -5.690 -1.646
H 6.093 -7.348 -5.070
H 5.450 -5.813 -5.670
H 4.565 -6.688 -4.438
O -4.780 2.352 -2.251
P -5.627 2.001 -3.454
N -6.399 3.532 -3.682
C -7.299 4.087 -2.687
C -5.456 4.542 -4.150
N -6.581 0.749 -2.689
C -7.896 0.981 -2.133
C -5.818 -0.123 -1.799
N -6.126 1.496 -5.005
C -7.252 1.991 -5.767
C -5.620 0.203 -5.448
H -7.664 5.056 -3.031
H -6.827 4.223 -1.704
H -8.191 3.474 -2.568
H -4.937 4.187 -5.047
H -4.700 4.783 -3.393
H -5.982 5.456 -4.426
H -7.868 1.654 -1.264
H -8.328 0.032 -1.806
H -8.590 1.378 -2.877
H -5.671 0.320 -0.805
H -4.834 -0.340 -2.215
H -6.338 -1.077 -1.685
H -8.198 1.875 -5.229
H -7.333 1.433 -6.701
H -7.135 3.034 -6.048
H -6.340 -0.597 -5.242
H -4.687 -0.043 -4.937
H -5.397 0.212 -6.517
*
```